# C19H24N2O3PS3Ti

A molecular structure, C19H24N2O3PS3Ti (the ωB97M-V functional and the def2-TZVPD basis, OMol25).

Highest occupied orbital energy (spin up / spin down), Ha: -0.281 / -0.292
Calculated total energy, eV: -94128.5830
Charge: 0
E_LUMO (spin up / spin down), eV: -0.1 / -0.1
Spin multiplicity: 2
Orbital gap (spin up / spin down), eV: 7.5 / 7.9
Relative energy (zero: lowest compared OMol25 entry of this formula, charge and spin), kJ/mol: 0.0

XYZ file:
```
53
Properties=species:S:1:pos:R:3:mulliken_charge:R:1
Ti -0.036 0.879 -1.092 0.39
O -1.199 -0.317 -2.174 -0.62
N -0.431 -1.362 -2.531 0.32
C -0.964 -2.590 -2.341 -0.31
C -0.283 -3.709 -2.722 -0.80
C 0.978 -3.549 -3.311 -0.12
C 1.502 -2.294 -3.477 -0.81
C 0.804 -1.142 -3.066 0.82
S 1.416 0.448 -3.167 -0.48
H -1.941 -2.570 -1.884 0.50
H -0.720 -4.683 -2.565 0.44
H 1.543 -4.415 -3.628 0.40
H 2.478 -2.143 -3.915 0.42
C 1.977 -2.883 2.575 -1.27
C 0.530 -2.445 2.688 0.48
C -0.315 -2.893 1.511 -1.30
O 0.471 -1.009 2.926 -0.36
P 0.385 0.167 1.862 1.50
S -1.398 0.437 1.033 -0.59
S 1.719 -0.038 0.358 -0.54
O 0.672 1.432 2.764 -0.43
C 1.709 1.622 3.770 0.48
C 1.237 1.082 5.106 -1.23
C 3.056 1.074 3.343 -1.24
H 2.026 -3.973 2.587 0.47
H 2.558 -2.509 3.418 0.31
H 2.426 -2.523 1.649 0.23
H 0.105 -2.852 3.607 0.24
H 0.101 -2.526 0.571 0.15
H -1.340 -2.538 1.603 0.34
H -0.324 -3.983 1.478 0.52
H 1.773 2.710 3.829 0.34
H 1.228 -0.007 5.110 0.18
H 0.233 1.444 5.327 0.34
H 1.910 1.430 5.891 0.46
H 3.040 -0.014 3.276 0.17
H 3.798 1.356 4.091 0.47
H 3.363 1.478 2.380 0.32
C -0.041 3.017 -0.961 -1.20
C -1.260 3.043 -1.776 0.47
C -1.193 3.003 -3.180 -0.38
C -2.327 2.838 -3.949 -0.73
C -3.571 2.697 -3.336 0.63
C -3.666 2.733 -1.945 -0.81
C -2.528 2.896 -1.181 -0.40
C -4.746 2.512 -4.130 -0.04
N -5.692 2.367 -4.768 -0.52
H -0.170 3.385 0.056 0.46
H 0.828 3.463 -1.448 0.47
H -0.230 3.099 -3.665 0.41
H -2.254 2.808 -5.028 0.46
H -4.632 2.626 -1.470 0.46
H -2.604 2.920 -0.101 0.55
```



# C24H32BeCl3GeN4PSi

A molecular structure, C24H32BeCl3GeN4PSi at a distorted geometry (the ωB97M-V functional and the def2-TZVPD basis, OMol25).

Highest occupied orbital energy (spin up / spin down), Ha: -0.390 / -0.390
Calculated total energy, eV: -143019.4860
Charge: +1
E_LUMO (spin up / spin down), eV: -2.5 / -5.4
Spin multiplicity: 2
Orbital gap (spin up / spin down), eV: 8.1 / 5.2
Relative energy (zero: lowest compared OMol25 entry of this formula, charge and spin), kJ/mol: 153.6

XYZ file:
```
67
Properties=species:S:1:pos:R:3:mulliken_charge:R:1
Be -15.996 3.207 3.166 -0.56
C -18.178 5.804 4.826 -1.02
C -16.807 5.414 5.141 0.90
C -16.180 6.024 6.190 -0.77
C -14.859 5.720 6.530 -0.67
C -14.284 4.490 6.011 -0.69
C -15.001 3.858 4.946 0.30
N -16.163 4.399 4.471 0.03
N -14.637 2.797 4.166 0.53
Si -13.601 1.408 4.570 0.05
C -11.732 1.878 4.642 -1.14
C -14.010 0.456 6.118 -1.13
C -13.635 0.272 3.097 -0.82
H -18.836 5.369 5.597 0.27
H -18.506 5.428 3.851 0.00
H -18.254 6.896 4.866 0.38
H -16.758 6.693 6.766 0.53
H -14.241 6.364 7.159 0.44
H -13.279 4.204 6.304 0.32
H -11.658 2.796 5.245 0.32
H -11.268 2.206 3.690 0.34
H -11.095 1.077 5.221 0.26
H -15.012 0.723 6.289 0.38
H -13.381 0.794 6.968 0.35
H -13.975 -0.657 6.074 0.36
H -13.077 0.735 2.283 0.24
H -14.663 -0.107 2.824 0.18
H -13.070 -0.608 3.403 0.45
N -14.642 4.628 -0.208 -0.09
C -14.533 4.174 1.057 -0.51
N -15.751 4.011 1.623 0.16
C -16.699 4.392 0.678 0.41
C -18.114 4.370 0.657 -0.25
C -18.746 4.468 -0.579 -0.85
C -18.082 4.901 -1.754 -0.48
C -16.657 4.939 -1.770 -0.90
C -16.024 4.671 -0.551 0.73
H -13.797 4.955 -0.830 0.35
H -13.621 3.856 1.586 0.53
H -18.664 4.437 1.587 0.38
H -19.779 4.174 -0.591 0.45
H -18.728 5.169 -2.613 0.39
H -16.065 5.069 -2.687 0.38
Cl -17.240 10.202 5.491 -0.29
Ge -17.229 9.525 3.331 0.86
Cl -15.956 11.070 2.272 -0.31
Cl -19.263 9.699 2.533 -0.26
C -19.315 1.857 3.122 -1.58
P -17.529 1.385 2.860 1.53
C -17.409 0.306 4.262 -1.21
C -17.400 0.411 1.281 -0.12
C -16.424 0.741 0.325 0.24
C -16.463 0.184 -0.959 -0.71
C -17.522 -0.704 -1.255 -0.55
C -18.379 -1.120 -0.251 -0.56
C -18.270 -0.655 1.048 -0.67
H -19.802 1.160 3.836 0.56
H -19.898 1.760 2.201 0.41
H -19.299 2.813 3.583 0.37
H -17.938 -0.666 4.121 0.44
H -17.884 0.851 5.099 0.43
H -16.376 0.047 4.524 0.05
H -15.594 1.338 0.646 0.32
H -15.726 0.372 -1.769 0.38
H -17.524 -1.241 -2.199 0.37
H -19.113 -1.884 -0.365 0.42
H -18.958 -0.940 1.842 0.35
```



# C36H80F2N5O4S2

5 unconnected molecules or ions with the total composition C36H80F2N5O4S2 at a distorted geometry (the ωB97M-V functional and the def2-TZVPD basis, OMol25).

Highest occupied orbital energy, Ha: -0.622
Calculated total energy, eV: -81348.1462
Charge: +3
E_LUMO, eV: -6.4
Orbital gap, eV: 10.6
Relative energy (zero: lowest compared OMol25 entry of this formula, charge and spin), kJ/mol: 425.0

XYZ file:
```
129
Properties=species:S:1:pos:R:3:mulliken_charge:R:1
C -18.240 -6.367 -2.052 -1.36
C -18.179 -6.521 -0.547 -0.38
C -19.563 -6.596 0.131 -0.55
C -19.464 -6.518 1.706 -0.93
N -20.792 -6.709 2.442 0.37
C -20.524 -6.552 3.943 -0.89
C -21.939 -6.423 4.593 0.06
C -22.760 -5.681 3.394 -0.82
C -21.826 -5.533 2.184 -0.62
C -21.366 -8.093 2.024 -0.93
H -18.756 -5.497 -2.458 0.36
H -18.759 -7.265 -2.388 0.35
H -17.222 -6.371 -2.442 0.37
H -17.616 -5.672 -0.160 0.36
H -17.699 -7.476 -0.332 0.29
H -20.076 -7.466 -0.280 0.32
H -20.215 -5.766 -0.139 0.42
H -19.124 -5.502 1.907 0.38
H -18.718 -7.124 2.220 0.47
H -20.064 -7.497 4.233 0.48
H -19.851 -5.719 4.147 0.34
H -22.274 -7.416 4.891 0.06
H -21.799 -5.905 5.542 0.55
H -23.595 -6.176 2.899 0.25
H -23.171 -4.737 3.752 0.35
H -22.491 -5.584 1.323 0.41
H -21.323 -4.569 2.256 0.32
H -21.679 -8.122 0.981 0.35
H -22.261 -8.265 2.622 0.35
H -20.665 -8.911 2.187 0.37
C -30.121 -6.331 7.812 -0.79
C -30.844 -4.962 8.029 -1.10
C -30.102 -3.744 7.500 -0.62
C -28.560 -3.599 7.848 -0.47
N -27.921 -2.116 7.677 0.45
C -27.510 -1.786 6.193 -0.72
C -26.099 -2.305 5.962 -0.17
C -25.442 -2.051 7.327 -0.55
C -26.507 -2.201 8.329 -0.43
C -28.732 -0.946 8.273 -1.14
H -30.756 -7.196 8.006 0.49
H -29.326 -6.404 8.553 0.18
H -29.606 -6.282 6.853 0.21
H -31.111 -4.871 9.082 0.41
H -31.798 -4.995 7.504 0.42
H -30.689 -2.851 7.717 0.27
H -30.080 -3.855 6.416 0.33
H -27.900 -4.261 7.288 0.35
H -28.468 -3.939 8.879 0.39
H -27.581 -0.702 6.107 0.46
H -28.279 -2.355 5.670 0.31
H -25.553 -1.732 5.212 0.51
H -26.146 -3.335 5.608 -0.03
H -25.178 -0.997 7.410 0.42
H -24.528 -2.605 7.542 0.31
H -26.419 -1.460 9.124 0.35
H -26.408 -3.156 8.844 0.03
H -28.832 -1.077 9.351 0.35
H -29.695 -0.828 7.778 0.41
H -28.156 -0.045 8.062 0.49
C -25.725 -11.056 11.778 -1.00
C -26.648 -11.609 10.692 -0.55
C -27.032 -10.639 9.513 0.28
C -27.687 -11.265 8.279 -1.23
N -27.585 -10.532 6.956 0.86
C -28.364 -11.214 5.829 -0.74
C -27.750 -10.706 4.520 -0.91
C -26.312 -10.391 4.866 -0.41
C -26.175 -10.545 6.366 0.50
C -28.109 -9.064 7.095 -1.13
H -25.120 -10.223 11.420 0.07
H -25.034 -11.868 12.003 0.31
H -26.247 -10.626 12.633 0.40
H -27.552 -11.785 11.274 0.33
H -26.170 -12.515 10.319 0.39
H -26.190 -10.001 9.246 -0.47
H -27.653 -9.830 9.896 0.38
H -28.755 -11.427 8.426 0.57
H -27.343 -12.275 8.057 0.53
H -29.445 -11.078 5.841 0.44
H -28.157 -12.280 5.737 0.40
H -28.174 -9.751 4.210 0.38
H -27.754 -11.357 3.646 0.36
H -25.911 -9.449 4.490 0.02
H -25.706 -11.135 4.349 0.59
H -25.573 -9.778 6.854 -0.83
H -25.681 -11.499 6.549 0.37
H -27.846 -8.520 6.188 0.57
H -27.741 -8.508 7.957 0.13
H -29.194 -9.041 7.202 0.34
C -23.075 -14.171 8.524 -1.31
C -22.721 -13.014 7.588 -0.35
C -22.242 -11.759 8.399 -0.32
C -22.105 -10.462 7.663 -0.17
N -21.387 -9.318 8.489 0.26
C -22.219 -8.970 9.784 -0.04
C -21.982 -7.518 10.124 -0.92
C -21.636 -6.867 8.860 -0.34
C -21.367 -7.955 7.787 0.33
C -19.877 -9.783 8.814 -0.97
H -23.251 -15.083 7.952 0.42
H -23.987 -13.976 9.087 0.20
H -22.324 -14.566 9.208 0.38
H -23.485 -12.781 6.847 0.20
H -22.021 -13.362 6.829 0.39
H -21.290 -12.108 8.799 0.28
H -22.907 -11.681 9.259 0.28
H -23.035 -9.968 7.384 -0.13
H -21.492 -10.544 6.766 0.37
H -21.997 -9.759 10.502 0.56
H -23.261 -9.139 9.513 -0.29
H -21.100 -7.452 10.761 0.45
H -22.744 -6.908 10.608 0.36
H -20.820 -6.160 9.009 0.55
H -22.450 -6.195 8.584 -0.13
H -20.439 -7.864 7.221 0.50
H -22.188 -7.921 7.071 -0.64
H -19.361 -10.039 7.888 0.29
H -20.035 -10.574 9.547 0.44
H -19.340 -8.971 9.303 0.41
N -25.198 -7.454 7.910 0.04
S -25.393 -6.575 6.777 0.98
O -24.294 -5.666 6.428 -0.70
O -26.747 -6.179 6.427 -0.65
F -25.151 -7.692 5.602 -0.41
S -25.497 -6.234 9.031 1.00
O -26.882 -5.934 9.382 -0.52
O -24.526 -5.180 9.137 -0.54
F -25.043 -7.069 10.389 -0.42
```